Entry 1:
The following is a quantum chemistry calculation of a single C6H10N2 molecule, from OMol25.

Last columns: bonded neighbours and bond lengths (Å).
CARTESIAN COORDINATES (ANGSTROEM)
1 H 2.363 0.697 -0.497  C4 1.293
2 H -1.910 1.178 0.140  C13 1.043
3 N -0.152 -1.462 0.064  H14 1.088, C15 1.462, C18 1.377
4 C 1.653 -0.139 0.188  H1 1.293, C12 1.602, C15 1.482, H17 1.167
5 H -1.286 -1.095 1.841  C18 1.206
6 H 0.929 0.776 2.026  C12 1.116
7 H -0.388 1.088 -1.890  C10 1.116
8 H 1.077 -0.997 -1.796  C15 1.121
9 N -0.002 1.604 0.201  C10 1.573, C12 1.507, H16 0.925
10 C -0.423 0.567 -0.904  H7 1.116, N9 1.573, C13 1.504, C15 1.637
11 H -2.587 -0.457 -0.439  C13 1.190
12 C 0.454 0.459 1.068  C4 1.602, H6 1.116, N9 1.507, C18 1.568
13 C -1.650 0.200 -0.114  H2 1.043, C10 1.504, H11 1.190, C18 1.570
14 H -0.959 -2.127 -0.239  N3 1.088
15 C 0.680 -0.639 -0.811  N3 1.462, C4 1.482, H8 1.121, C10 1.637
16 H 0.701 2.003 -0.249  N9 0.925
17 H 2.234 -1.105 0.493  C4 1.167
18 C -0.734 -0.552 0.917  N3 1.377, H5 1.206, C12 1.568, C13 1.570

## Properties
* LUMO energy: 0.035 Eh
* gap between HOMO and LUMO: 9.30 eV
* structure (SMILES): C1[C@H]2N[C@@H]3C[C@H]2N[C@H]13



Entry 2:
The following is a quantum chemistry calculation of a single C6H10N2 molecule, from OMol25.

Last columns: bonded neighbours and bond lengths (Å).
CARTESIAN COORDINATES (ANGSTROEM)
1 H 2.472 -0.578 -0.314  C13 1.176
2 C -1.965 0.511 -0.451  H3 1.100, C15 1.534, C17 1.331
3 H -2.983 0.817 -0.735  C2 1.100
4 H -0.813 2.134 -1.106  C17 1.057
5 H -2.055 -0.728 1.456  C15 1.132
6 H 1.690 2.067 -0.013  N10 1.202
7 N 0.584 -1.485 -0.334  H9 1.022, C13 1.506, C16 1.373
8 H -2.059 -1.737 0.059  C15 1.177
9 H 1.105 -2.254 0.094  N7 1.022
10 N 1.024 1.524 0.827  H6 1.202, H14 1.153, C18 1.489
11 H 0.241 -0.889 1.606  C16 1.101
12 H 1.639 -0.204 -1.924  C13 1.087
13 C 1.454 -0.378 -0.867  H1 1.176, N7 1.506, H12 1.087, C18 1.580
14 H 1.808 0.947 1.444  N10 1.153
15 C -1.614 -0.706 0.414  C2 1.534, H5 1.132, H8 1.177, C16 1.513
16 C -0.109 -0.725 0.574  N7 1.373, H11 1.101, C15 1.513, C18 1.487
17 C -0.831 1.177 -0.657  C2 1.331, H4 1.057, C18 1.528
18 C 0.413 0.508 -0.074  N10 1.489, C13 1.580, C16 1.487, C17 1.528

## Properties
* LUMO energy: 0.034 Eh
* gap between HOMO and LUMO: 9.55 eV
* structure (SMILES): N[C@]12C=CC[C@H]1NC2